A 9-piece molecular cluster, C16H47Cl4NO8 overall, computed with ωB97M-V with the def2-TZVPD basis set.

```
76
Properties=species:S:1:pos:R:3:forces:R:3
Cl 11.6918 12.2851 8.0563 0.070 -1.008 0.221
C 11.7286 14.0297 7.8723 1.318 0.477 -0.834
C 12.5447 14.6835 9.0180 -2.354 0.199 0.819
Cl 14.0428 13.8936 9.4664 0.472 -0.462 -0.113
H 10.6741 14.2629 7.7245 0.296 0.880 0.662
H 12.2301 14.2256 6.9246 -0.069 0.032 -0.019
H 11.9017 14.5949 9.8937 0.064 -0.057 0.194
H 12.7240 15.7574 8.9655 -0.026 -0.144 -0.832
Cl 9.8168 12.9885 13.5177 0.585 -0.241 -0.218
C 10.8870 12.7554 12.0875 -0.576 -0.025 -1.378
C 11.3070 11.2865 11.8016 -1.063 1.705 0.734
Cl 9.9970 10.4147 10.9304 0.431 0.094 0.466
H 11.7497 13.4208 12.1201 0.056 -0.163 0.537
H 10.2720 13.1134 11.2618 0.098 -0.011 -0.078
H 11.4102 10.9392 12.8296 0.490 -1.056 -0.488
H 12.1854 11.2981 11.1563 0.014 -0.274 0.355
C 15.7053 16.5087 8.3816 -0.549 0.463 0.702
O 16.5553 16.3476 7.3315 1.721 -0.305 -2.431
H 16.1036 15.8200 9.1267 -1.096 0.296 0.838
H 15.7285 17.5624 8.6594 -0.196 0.087 0.779
H 14.6958 16.2950 8.0304 0.048 -0.309 0.303
H 17.4421 16.3792 7.6979 0.144 0.010 -0.437
C 11.5741 8.7182 7.7166 2.580 -0.433 -1.907
O 10.2372 8.8904 7.9193 -0.987 0.387 0.575
H 12.3001 8.7628 8.5284 -0.576 -0.294 0.887
H 11.7634 7.8172 7.1330 -0.309 -0.551 0.531
H 12.0278 9.4194 7.0161 -0.329 0.818 -0.259
H 10.1286 9.8083 8.1785 -0.402 0.079 0.158
C 13.9480 13.3113 4.1399 0.723 1.334 2.571
O 12.7721 14.0162 3.7813 0.277 -0.851 -1.647
H 14.8262 13.8144 3.7355 0.046 -0.450 -0.542
H 14.0008 13.6144 5.1856 0.460 -0.615 0.393
H 13.9812 12.2221 4.1154 -0.454 0.095 -0.641
H 12.8759 14.0875 2.8296 -0.647 0.268 -0.361
C 9.6248 14.4086 4.4784 -0.214 -1.453 -0.044
O 10.5588 15.3754 4.1796 0.158 2.211 -0.634
H 10.1011 13.8231 5.2648 -0.831 -0.628 0.309
H 8.6266 14.7631 4.7353 0.367 0.526 0.350
H 9.4648 13.7917 3.5941 -0.052 -0.432 0.020
H 11.3596 14.8989 3.9487 0.276 -0.109 0.032
C 8.9835 17.0500 9.0969 0.659 -0.320 -0.741
O 9.5016 16.6818 10.3695 -0.164 0.094 -0.072
H 9.6680 17.7801 8.6651 -0.293 0.476 0.330
H 9.0715 16.2468 8.3652 -0.189 -0.533 0.117
H 7.9439 17.3769 9.0798 0.122 0.279 0.319
H 8.8201 16.2156 10.8592 -0.043 -0.058 0.023
C 11.6095 18.1341 5.9859 2.054 1.618 -0.914
O 11.8790 16.7993 6.1399 -0.704 -2.119 1.308
H 12.5094 18.3933 5.4281 -0.123 1.550 -0.447
H 10.7484 18.4048 5.3747 -0.349 -0.168 0.384
H 11.7081 18.6890 6.9188 -0.585 -0.186 0.161
H 11.6162 16.3996 5.3076 -0.375 -0.674 -0.116
C 18.1826 15.4538 11.0356 -0.690 0.301 -1.190
O 18.0915 15.1099 12.4069 -0.814 -0.074 -1.561
C 18.8988 15.8724 13.2034 0.936 -0.240 1.145
C 18.6344 17.3885 13.2190 -0.120 -1.283 1.583
N 17.3055 17.6403 13.7651 -0.616 0.802 -3.275
C 16.7299 18.9447 13.5407 0.627 -0.264 1.193
C 16.3727 19.1816 12.0423 -0.998 -1.245 -2.574
O 15.8071 18.0529 11.2994 2.208 0.371 1.245
C 14.5300 17.6070 11.7042 -0.400 1.165 0.104
H 19.1538 15.5006 10.5431 0.697 -0.317 0.805
H 17.7452 16.4350 10.8514 -0.279 0.154 0.058
H 17.6152 14.7602 10.4149 -0.171 -0.216 0.513
H 19.9435 15.6853 12.9550 0.291 0.326 -0.022
H 18.7278 15.4307 14.1851 0.243 0.427 0.357
H 18.6986 17.7763 12.2024 -0.157 0.441 -0.063
H 19.3341 17.8721 13.9007 0.295 0.233 -0.333
H 16.6377 16.9699 13.4120 -0.314 -1.283 0.585
H 17.5398 19.5857 13.8890 -0.614 0.918 -0.218
H 15.7932 19.0416 14.0896 0.215 0.024 0.357
H 17.2342 19.4598 11.4353 0.269 -0.155 0.354
H 15.6582 19.9956 11.9195 -0.022 0.258 0.761
H 14.4791 17.5022 12.7880 -0.157 -0.201 0.221
H 14.2574 16.6655 11.2273 0.322 0.140 -0.125
H 13.8698 18.4201 11.4021 -0.726 -0.333 0.154
```
Forces are in eV/Å.

- F_max (eV Å⁻¹) = 3.4
- net charge = +1
- ⟨S²⟩ = 0.75
- Kohn-Sham gap (alpha / beta) (eV) = 8.6416 / 3.1590
- calculated total energy (Eh) = -3134.7070
- 2S+1 = 2
- HOMO level (alpha / beta) (eV) = -11.3 / -11.3

A 6-piece molecular cluster, C16H47N3O8 overall, computed with ωB97M-V with the def2-TZVPD basis set.

```
74
Properties=species:S:1:pos:R:3:forces:R:3
C -1.4649 3.9696 -4.3313 -1.093 -0.076 -0.655
O -1.8585 2.9511 -3.3873 1.426 2.078 0.760
C -1.7221 3.4061 -1.9909 -0.485 -1.090 -0.660
C -2.4060 2.2796 -1.1985 0.984 -0.009 -0.334
C -3.8545 2.2356 -1.4362 -1.732 0.336 -1.212
N -2.2421 2.3015 0.2290 -0.054 0.919 0.877
H -2.1667 4.8035 -4.3145 -0.226 0.139 0.319
H -1.5595 3.5779 -5.3441 -0.107 -0.496 0.152
H -0.4793 4.4350 -4.3364 0.456 -0.536 0.983
H -0.6931 3.5797 -1.6761 0.340 -0.482 -0.336
H -2.1916 4.3640 -1.7672 -0.593 0.214 -0.501
H -2.0330 1.3433 -1.6136 0.423 -0.060 0.156
H -4.3940 3.1387 -1.1508 0.164 0.278 0.588
H -4.3076 1.3877 -0.9223 -0.038 -0.038 -0.226
H -4.0366 2.2300 -2.5109 -0.133 -0.591 -0.046
H -2.7809 3.0919 0.5533 -0.460 0.147 0.232
H -1.3160 2.5172 0.5693 0.839 -0.212 -0.388
C 0.4316 -6.4999 -2.6403 0.096 -0.654 -0.446
O 1.1870 -7.0992 -1.5913 -0.583 0.834 0.899
C 0.6500 -6.9928 -0.2598 0.257 0.346 0.454
C 1.1638 -5.7417 0.4839 -0.791 -0.511 -0.817
N 0.5083 -4.4731 0.0265 1.802 -0.803 1.049
C 1.2700 -3.3829 0.6447 -1.499 2.046 0.729
C 0.4949 -2.0601 0.4377 0.620 -0.350 -1.273
O 0.4531 -1.8577 -0.9796 -0.958 0.171 -0.321
C -0.6480 -1.0100 -1.3576 1.170 -0.173 0.768
H 1.1011 -6.1325 -3.4180 0.347 -0.277 0.066
H -0.1975 -5.6349 -2.4303 -0.149 -0.198 0.746
H -0.1553 -7.3190 -3.0557 -0.426 0.307 -0.319
H 0.9222 -7.9063 0.2688 0.734 0.061 -0.013
H -0.4297 -7.0397 -0.1174 -0.449 0.349 -1.026
H 2.2460 -5.7478 0.3533 0.285 0.296 0.005
H 0.9538 -5.8556 1.5474 -0.060 -0.002 0.066
H 0.7209 -4.3666 -0.9551 -0.255 -0.046 -0.329
H 2.3104 -3.2666 0.3411 0.122 -0.129 -0.521
H 1.3272 -3.3942 1.7331 -0.175 -0.973 0.253
H 0.9845 -1.2064 0.9062 0.421 0.129 0.129
H -0.5181 -2.0665 0.8401 -0.107 -0.509 0.078
H -0.7342 -0.9345 -2.4416 0.050 -0.327 0.102
H -0.4157 -0.0163 -0.9747 -0.228 0.276 -0.108
H -1.5568 -1.3522 -0.8624 -0.233 -0.051 -0.266
C 3.4214 4.3801 3.2249 -1.228 -1.342 -0.010
O 2.8379 3.1373 2.6121 1.365 1.572 0.401
C 1.4885 2.9000 2.9882 -0.530 -0.524 -1.401
C 0.8937 1.7048 2.1457 0.581 -0.254 0.982
N 0.5376 1.9481 0.7558 1.426 0.588 -0.612
C 1.5914 2.5472 -0.0807 0.007 0.272 -0.208
C 2.8438 1.6728 -0.3318 1.079 -0.872 -0.474
O 2.5674 0.3762 -0.9096 -0.713 0.221 0.105
C 3.6483 -0.5316 -1.1437 -1.089 -0.635 0.822
H 4.4982 4.4992 3.1051 -0.042 -0.935 -0.250
H 3.1803 4.3177 4.2861 0.148 0.232 0.118
H 3.0179 5.3088 2.8212 -0.581 -0.188 -0.234
H 1.4044 2.6189 4.0380 0.058 0.051 0.180
H 0.9105 3.8047 2.8002 -0.286 0.161 0.110
H 1.5855 0.8754 2.2926 0.540 -0.099 -0.283
H 0.0029 1.3017 2.6274 -0.259 0.461 0.261
H 0.4684 1.1128 0.1922 -0.840 -1.027 0.954
H 1.0504 2.7690 -1.0006 0.462 -0.045 -0.376
H 1.8393 3.5089 0.3684 0.578 -0.090 -0.196
H 3.5716 2.0488 -1.0508 -0.156 1.213 0.088
H 3.4038 1.5363 0.5933 -0.119 -0.011 0.335
H 4.2106 -0.7444 -0.2345 0.308 0.440 0.189
H 4.3251 -0.3815 -1.9849 -0.087 0.868 -0.067
H 3.1415 -1.4761 -1.3415 -0.124 0.010 -0.199
O -3.5087 1.8759 3.1723 0.157 0.076 0.349
H -4.3303 1.8447 3.6624 -0.216 -0.059 0.214
H -3.7291 2.3380 2.3635 0.009 -0.027 -0.378
O -3.7260 -2.3315 2.2358 -0.577 -0.660 0.273
H -3.3284 -1.6061 1.7542 0.318 0.439 -0.381
H -3.2444 -2.3634 3.0624 0.114 -0.081 0.122
O -2.3569 -0.1174 1.5718 0.452 -1.276 0.259
H -2.6500 0.1830 2.4321 -0.196 0.378 0.261
H -2.1301 0.6851 1.1019 -0.261 0.809 -0.569
```
Forces are in eV/Å.

- energy relative to the best compared isomer or geometry (same formula, charge and spin) (kcal per mole) = 56.00
- F_max (eV Å⁻¹) = 2.6
- Kohn-Sham gap (eV) = 9.4621
- SMILES = COC[C@H](C)N.COCCNCCOC.COCCNCCOC.O.O.O
- calculated total energy (Eh) = -1403.8184
- HOMO level (eV) = -9.0

A 7-piece molecular cluster, C16H47O9 overall, computed with ωB97M-V with the def2-TZVPD basis set.

```
72
Properties=species:S:1:pos:R:3:forces:R:3
O -34.3586 -17.4611 45.0466 3.475 -0.590 4.686
H -33.4434 -17.1657 45.4524 -1.409 -0.955 -1.307
H -34.7935 -16.7556 44.6941 -2.435 4.216 -2.111
H -34.4172 -18.1916 44.4731 0.554 -2.778 -1.839
C -33.3833 -20.8047 43.8896 2.901 -1.416 1.967
C -33.7570 -21.9764 44.8887 4.283 2.299 -3.189
O -32.6876 -22.8291 45.1814 -0.313 -1.234 0.722
O -34.4388 -19.9065 43.6662 -1.957 -1.132 -1.695
H -32.8568 -21.3206 43.1220 -0.820 -0.308 -2.195
H -32.4244 -20.2927 44.2104 -1.609 0.334 0.630
H -34.4718 -22.4494 44.3947 -3.791 -2.272 -1.525
H -33.9415 -21.4814 45.7057 -2.304 2.356 4.710
H -33.1307 -23.4229 45.8427 1.290 0.378 -0.847
H -35.1749 -20.3457 43.0796 2.187 1.219 1.605
C -32.8124 -17.9293 41.7674 1.165 1.123 -1.363
C -34.0571 -18.1591 40.7626 3.301 -3.573 6.434
O -33.8741 -19.2953 40.0286 -0.143 -0.696 -0.800
O -32.9591 -16.7519 42.5318 -2.082 -0.218 1.248
H -31.7532 -17.8578 41.3778 -1.220 -0.468 -0.698
H -32.7447 -18.6783 42.5064 -0.315 -1.394 0.409
H -34.2762 -17.3187 40.3739 -0.882 5.980 -4.266
H -34.8482 -18.1426 41.5183 -0.510 -1.389 -0.137
H -33.0477 -19.1806 39.5363 -0.344 -0.189 -0.022
H -32.3795 -16.0580 42.3141 1.112 0.990 -0.817
C -37.0594 -10.8012 43.8400 5.494 2.259 10.374
C -36.2015 -11.9071 44.6589 -0.262 1.439 -2.671
C -36.6706 -13.3183 44.4068 2.333 1.479 7.237
O -34.7845 -11.8185 44.3023 -0.591 0.433 0.369
H -38.0259 -10.8502 44.0929 -3.744 0.069 1.964
H -37.1249 -10.9987 42.9505 0.595 -1.676 -10.026
H -36.5946 -9.7709 44.1716 -1.128 -1.880 -1.252
H -36.2163 -11.6095 45.6755 -0.637 -0.160 1.237
H -37.6497 -13.4590 44.7603 -1.253 -0.114 0.442
H -35.9384 -14.0381 44.9234 -1.258 1.158 -0.086
H -36.5640 -13.6428 43.5232 0.379 -1.488 -7.185
H -34.4488 -11.1252 44.9008 0.100 -0.370 -0.724
C -32.2247 -17.1562 47.6418 1.767 -3.142 1.872
C -31.4192 -18.2701 46.7625 -0.324 3.434 3.423
C -31.7798 -19.6379 47.1204 1.087 -2.539 0.466
O -31.5883 -18.0110 45.4286 3.150 -1.129 -4.207
H -31.8297 -16.1758 47.6366 0.490 0.970 -0.622
H -32.1042 -17.4776 48.7827 -0.475 0.427 -2.399
H -33.2610 -17.1623 47.4011 -0.961 0.060 -0.040
H -30.3504 -18.0983 47.0220 -0.544 -0.283 0.022
H -32.8013 -20.0724 47.2232 0.383 1.032 -0.654
H -31.3218 -19.8427 48.1022 0.001 -0.197 -0.370
H -31.1851 -20.1727 46.3318 -0.756 -0.621 0.947
H -30.7074 -18.4722 44.9130 -3.947 2.035 1.893
C -37.7525 -17.8095 43.3676 0.456 -0.625 3.838
C -37.3651 -16.3796 43.8049 0.762 -5.236 2.198
C -37.5513 -16.1427 45.2566 2.675 -6.857 -0.893
O -36.0815 -16.0558 43.4088 1.321 -2.326 1.683
H -37.0117 -18.5906 43.5888 0.368 0.414 0.441
H -37.8421 -17.8893 42.3737 -0.715 -0.004 -3.878
H -38.6616 -18.2090 43.8730 0.386 0.704 -0.427
H -38.0754 -15.8246 43.4575 -3.760 3.863 -3.330
H -37.5235 -15.2112 45.3573 1.666 7.505 1.531
H -36.7817 -16.7573 45.7530 -0.587 0.626 0.701
H -38.5004 -16.2556 45.5932 -3.029 -1.798 0.922
H -36.1513 -15.3818 42.8095 0.329 2.560 -2.432
C -34.4368 -14.0672 47.8873 2.003 -3.543 3.022
C -33.7804 -13.6568 46.6680 -1.081 0.052 -2.595
C -32.4777 -13.0247 46.7933 2.632 1.425 -0.215
O -33.7894 -14.8600 45.8022 1.586 0.411 -1.903
H -34.6569 -13.3072 48.6044 -0.523 0.706 0.048
H -33.6785 -14.8175 48.5699 -1.999 1.792 -1.971
H -35.2661 -14.6732 47.5442 -0.557 0.001 0.687
H -34.4440 -13.0283 46.1166 -0.480 0.812 -0.058
H -31.9490 -12.7027 45.8660 -0.622 -1.006 -0.066
H -31.8596 -13.7963 47.2897 0.345 1.027 0.217
H -32.4760 -11.9720 47.2254 -0.342 -1.661 0.607
H -33.4155 -14.5973 44.8859 -0.870 -0.323 2.262
```
Forces are in eV/Å.

- energy relative to the best compared isomer or geometry (same formula, charge and spin) (kcal per mole) = 0.00
- F_max (eV Å⁻¹) = 12.0
- net charge = +1
- Kohn-Sham gap (eV) = 10.2747
- calculated total energy (Eh) = -1314.3570
- HOMO level (eV) = -12.4

Number 2 is which compound? C16H47N3O8